Entry 1:
66
Properties=species:S:1:pos:R:3 method="wB97M-V/def2-TZVPD" orbital_gap_ev=4.8 fmax_ev_per_a=1.91 e_tot_ev=-112489.898 e_above_lowest_ev=0.000
Tl -0.87 -0.06 -0.18
S 2.93 0.36 -2.17
S -3.48 -1.72 -2.84
S -0.64 -1.08 4.04
S 2.41 1.68 1.37
S -0.56 0.89 -4.13
S 1.47 -2.78 1.79
P -2.78 2.62 0.17
O 1.07 1.04 1.60
O -1.44 3.00 -0.49
O -0.91 -0.77 2.60
O -2.98 -1.72 -1.43
O -2.42 1.91 1.48
O -3.79 3.75 0.35
O -3.20 1.46 -0.83
O -0.59 -0.08 -2.99
O 1.65 0.80 -1.49
O 1.25 -1.89 0.58
C 3.05 -2.26 2.48
C -2.04 -2.01 4.80
C -5.06 -0.87 -2.67
C 3.72 -0.93 -1.17
C -2.29 1.23 -4.52
C 2.04 -4.36 1.10
C 1.98 3.28 0.63
C 2.95 2.35 2.98
C -0.22 2.50 -3.40
C -4.12 -3.40 -3.18
C 4.14 1.68 -1.90
C -0.86 0.53 4.84
H 3.25 -1.89 -1.35
H -5.63 -0.85 -3.60
H -5.60 -1.29 -1.82
H -1.21 0.51 5.87
H -0.17 3.29 -4.16
H 4.24 1.76 -0.81
H -3.05 -1.76 4.47
H -4.36 -3.92 -2.25
H 4.77 -0.95 -1.46
H -4.73 0.12 -2.33
H 1.78 3.12 -0.42
H 1.30 -4.80 0.43
H -1.88 -3.05 4.52
H 1.12 3.64 1.19
H -1.94 -1.86 5.87
H -5.00 -3.38 -3.81
H 3.84 -2.42 1.75
H 2.91 -4.20 0.46
H 3.60 3.22 2.86
H 3.73 -0.60 -0.13
H -1.06 2.74 -2.74
H -3.30 -3.98 -3.62
H 2.06 2.64 3.52
H 3.61 2.59 -2.17
H 0.17 0.90 4.78
H 2.21 -5.08 1.90
H -2.82 1.42 -3.58
H 3.19 -2.91 3.35
H 0.70 2.42 -2.84
H 2.83 3.96 0.79
H -2.40 2.11 -5.17
H -1.50 1.14 4.21
H 3.53 1.60 3.52
H 5.11 1.51 -2.36
H 2.97 -1.23 2.82
H -2.69 0.36 -5.03

***

Entry 2:
66
Properties=species:S:1:pos:R:3 method="wB97M-V/def2-TZVPD" orbital_gap_ev="6.6 / 6.6" fmax_ev_per_a=4.71 spin_multiplicity=3 e_tot_ev=-112821.499
Pd -0.26 0.42 0.23
S -3.10 -1.06 -1.35
S -1.92 2.14 1.66
S -0.37 -2.84 1.82
S 1.91 -2.20 -1.36
S 2.64 0.91 3.14
S -0.28 1.51 -3.26
S 2.51 2.82 0.16
O 1.20 0.92 2.75
O -3.34 2.27 1.86
O -1.46 0.79 2.10
O 1.46 1.76 0.07
O -0.56 0.91 -1.93
O 0.16 -1.47 1.46
O -1.53 2.15 0.24
O -1.82 -0.97 -0.56
O -1.19 3.11 2.49
O 1.32 -0.93 -0.81
C -1.93 -2.53 2.70
C -0.84 3.24 -3.17
C 0.52 -3.50 3.28
C 2.54 -1.67 -2.99
C 2.66 0.35 4.88
C -4.39 -0.25 -0.37
C -1.59 0.95 -4.39
C 0.48 -3.12 -1.99
C -3.67 -2.79 -1.15
C 1.57 4.41 0.27
C 3.07 3.01 -1.56
C 3.40 -0.57 2.35
H 1.58 -3.25 3.21
H -3.16 -3.39 -1.89
H -0.11 3.74 -2.54
H 3.42 -2.27 -3.22
H -1.65 1.63 -5.24
H 2.26 5.15 0.68
H -3.56 -2.99 -0.09
H 3.67 0.06 5.19
H 4.29 -0.86 2.92
H -0.19 -3.37 -1.17
H 1.25 4.71 -0.72
H 2.71 -1.42 2.35
H 2.24 3.06 -2.25
H 3.67 -0.30 1.33
H -5.23 0.00 -1.02
H 0.87 -4.04 -2.45
H 0.74 4.23 0.95
H 2.14 -0.61 4.93
H 0.36 -4.56 3.47
H -2.36 -3.46 3.10
H 2.86 -0.63 -2.92
H -4.74 -2.80 -1.37
H -2.69 -2.07 2.07
H 3.60 3.96 -1.68
H -1.40 -0.06 -4.74
H -4.77 -0.89 0.43
H -0.73 3.56 -4.21
H 3.74 2.18 -1.78
H -0.07 -2.63 -2.79
H -1.86 3.35 -2.81
H 2.22 1.11 5.51
H -1.70 -1.90 3.56
H -4.03 0.64 0.15
H 0.18 -2.94 4.15
H -2.56 1.03 -3.89
H 1.84 -1.78 -3.82

***

Entry 3:
60
Properties=species:S:1:pos:R:3 method="wB97M-V/def2-TZVPD" orbital_gap_ev=7.5 fmax_ev_per_a=16.03 e_tot_ev=-37580.608 e_above_lowest_ev=14.608
O -3.01 2.06 3.26
O -0.51 -4.22 -1.73
O -0.29 -0.87 -0.10
O -0.59 0.93 4.45
O 1.41 -2.79 -0.04
O 1.41 0.99 -0.53
O -0.73 -2.46 1.00
O -0.63 1.43 -1.06
O 1.22 4.65 -0.86
O -1.40 -4.76 1.67
O 0.24 4.23 -2.90
O 2.24 2.16 -1.58
C 1.77 -3.77 -0.99
C -0.29 1.83 -2.43
C -0.84 3.27 -2.66
C 3.07 3.15 -0.92
C 2.51 4.54 -1.25
C -1.23 0.39 3.30
C 0.80 -3.89 -2.23
C -1.94 1.49 2.54
C 0.51 -0.55 0.93
C -2.61 -4.14 1.13
C 1.02 0.94 0.85
C -2.09 -2.66 1.18
H 0.96 0.23 -0.89
H -2.24 1.26 1.52
H 0.74 4.08 -1.46
H 3.25 5.30 -1.01
H -0.96 -4.38 -2.57
H -0.83 1.03 -2.94
H 0.49 -3.04 0.12
H -3.47 -4.00 1.77
H -2.54 2.38 4.03
H 4.05 3.20 -1.39
H 2.60 4.62 -2.33
H -0.61 -1.77 0.01
H -1.19 1.59 4.80
H 0.11 1.09 -0.55
H -1.13 2.22 2.45
H -1.57 3.27 -3.47
H -0.43 -3.29 1.37
H -2.63 -2.02 0.48
H -0.05 -0.74 1.85
H -2.85 -4.57 0.16
H 3.20 2.91 0.14
H -2.33 -2.11 2.09
H -0.05 4.53 -3.77
H 2.19 1.33 -1.09
H 0.74 1.71 -2.75
H -0.47 -0.07 2.67
H 1.89 -4.68 -0.40
H 2.79 -3.51 -1.25
H -1.40 3.66 -1.82
H -1.91 -0.37 3.67
H 0.70 -2.90 -2.68
H 1.18 -4.54 -3.01
H 0.12 1.52 1.05
H 1.85 1.14 1.53
H 1.28 -1.32 0.83
H -1.52 -5.70 1.80